Record 1
Computed, not measured: a molecular structure, C36H35GeN4O4SY, with wB97M-V/def2-TZVPD.

Cartesian coordinates (Å):
Y  1.030  0.129  0.087
Ge  -3.077  3.104  -1.371
S  2.923  -2.589  -1.222
O  0.826  2.571  0.559
O  1.032  -1.727  1.188
O  3.989  -2.795  -2.228
O  2.515  0.012  1.586
N  1.930  -1.294  -1.655
N  0.132  0.024  3.284
N  0.502  0.908  -2.179
N  -0.022  0.751  2.206
C  -0.003  3.034  1.569
C  -0.455  2.004  -2.324
C  -0.091  -1.913  5.300
C  2.258  -5.060  -2.210
C  -0.527  1.531  -4.749
C  -0.840  2.333  -3.736
C  1.752  3.511  0.004
C  0.505  -3.995  -0.940
C  -0.337  4.362  1.738
C  -0.124  -2.837  6.325
C  0.737  0.084  -3.196
C  1.970  -1.153  2.096
C  1.962  -2.885  4.464
C  0.165  -6.192  -1.867
C  -4.397  2.854  -2.795
C  3.047  -2.922  3.483
C  -0.301  -5.107  -1.136
C  0.996  -0.951  3.279
C  0.887  -3.787  6.431
C  -1.640  3.759  3.674
C  -2.251  4.880  -1.545
C  1.725  -2.021  -4.001
C  0.233  0.312  -4.521
C  -1.697  1.682  -1.470
C  -1.280  2.430  3.517
C  -3.924  2.934  0.384
C  0.944  -1.923  4.362
C  -1.168  4.722  2.795
C  1.919  -3.806  5.508
C  1.217  -1.762  -5.250
C  1.446  -6.170  -2.400
C  1.777  -3.974  -1.495
C  3.060  -2.140  2.411
C  -0.462  2.050  2.457
C  0.476  -0.594  -5.515
C  1.522  -1.124  -2.928
H  -2.968  5.587  -1.963
H  -1.406  1.494  -0.427
H  3.256  -5.012  -2.627
H  1.235  4.282  -0.567
H  -1.382  4.858  -2.203
H  0.007  2.897  -1.886
H  3.844  -3.637  3.654
H  0.165  -3.168  -0.334
H  -2.157  0.763  -1.845
H  -0.468  -7.058  -2.015
H  -1.403  3.244  -3.899
H  0.047  5.120  1.071
H  0.092  -0.407  -6.511
H  -4.446  1.979  0.460
H  2.706  -4.546  5.588
H  1.815  -7.016  -2.966
H  -1.935  5.254  -0.570
H  2.404  2.953  -0.665
H  0.866  -4.513  7.234
H  -0.826  1.765  -5.764
H  -1.295  -5.129  -0.708
H  -0.867  -1.164  5.211
H  -1.439  5.761  2.926
H  2.316  -2.908  -3.844
H  -3.914  2.793  -3.770
H  -1.622  1.667  4.202
H  -4.967  1.938  -2.639
H  2.344  3.963  0.799
H  -3.171  2.980  1.174
H  -2.287  4.046  4.493
H  1.397  -2.473  -6.046
H  -5.094  3.693  -2.808
H  3.851  -2.176  1.675
H  -0.933  -2.821  7.044
H  -4.647  3.732  0.554

Summary:
Gap between HOMO and LUMO (alpha / beta)   5.503 / 6.284 eV
Highest occupied orbital energy (alpha / beta)   -7.0 / -7.6 eV
2S+1   1

---

Record 2
Computed, not measured: a molecular structure, C36H35N13O2SV, with wB97M-V/def2-TZVPD.

Cartesian coordinates (Å):
V  0.058  1.082  -0.964
S  2.193  2.466  -1.319
O  -1.466  2.497  -1.052
O  -1.700  -3.226  3.518
N  -0.525  1.708  3.197
N  -1.310  -4.328  5.385
N  0.078  0.666  -3.074
N  4.843  2.571  -0.895
N  0.810  1.888  3.229
N  -3.487  -1.351  -0.923
N  -2.547  -2.273  -1.206
N  -0.347  0.725  -5.250
N  -1.661  3.612  -1.735
N  3.887  0.869  0.088
N  -1.564  -5.252  4.372
N  0.145  1.357  1.159
N  -1.448  -0.439  -0.807
C  -0.910  1.389  1.970
C  -2.163  5.942  -3.095
C  1.644  -0.635  -6.047
C  -1.786  -4.567  3.309
C  1.078  -0.034  -3.748
C  -1.161  0.544  5.264
C  -0.736  1.089  -4.012
C  5.306  0.634  0.354
C  -2.148  -6.413  1.721
C  3.011  -1.342  -4.163
C  -2.097  -5.045  1.963
C  1.174  1.678  1.994
C  -1.344  -0.705  4.689
C  -2.908  -3.658  -1.488
C  -3.201  5.085  -2.758
C  -0.749  -0.511  7.389
C  -1.311  1.788  4.426
C  -1.401  -3.167  4.845
C  5.937  1.938  -0.158
C  -2.621  -4.597  -0.339
C  0.821  -0.008  -5.117
C  2.191  -0.713  -3.252
C  -0.925  -1.758  6.816
C  -2.440  -6.868  0.445
C  -2.671  -5.966  -0.582
C  -2.928  3.921  -2.075
C  -0.861  0.638  6.615
C  3.688  1.945  -0.693
C  -2.339  -4.138  0.936
C  5.037  3.850  -1.544
C  -2.795  -0.267  -0.696
C  -0.639  4.429  -2.039
C  -0.871  5.603  -2.726
C  -1.341  -1.725  -1.131
C  2.741  -1.301  -5.543
C  -1.222  -1.853  5.458
H  -1.638  1.652  -3.835
H  -2.360  6.861  -3.627
H  6.267  2.594  0.650
H  4.123  4.133  -2.056
H  -1.934  1.204  1.694
H  -2.318  -3.079  1.154
H  5.663  -0.235  -0.201
H  -2.483  -7.930  0.250
H  -0.835  -2.660  7.404
H  -3.670  3.202  -1.765
H  2.410  -0.747  -2.191
H  -2.347  1.955  4.125
H  -2.892  -6.332  -1.576
H  -0.517  -0.430  8.441
H  3.411  -1.807  -6.223
H  -0.709  1.609  7.068
H  0.334  4.114  -1.695
H  6.781  1.757  -0.824
H  5.291  4.610  -0.802
H  3.177  0.175  0.222
H  -1.581  -0.799  3.636
H  1.438  -0.610  -7.107
H  -3.245  0.679  -0.450
H  -4.227  5.308  -3.013
H  3.882  -1.883  -3.817
H  -0.964  2.669  4.963
H  -0.431  -2.275  -1.311
H  5.480  0.475  1.416
H  -1.961  -7.103  2.531
H  2.196  1.771  1.666
H  -0.836  0.935  -6.104
H  5.847  3.771  -2.268
H  -3.971  -3.635  -1.729
H  -0.031  6.242  -2.953
H  -2.366  -3.965  -2.384

Summary:
Gap between HOMO and LUMO (alpha / beta)   7.453 / 7.437 eV
Net charge   +2
Highest occupied orbital energy (alpha / beta)   -12.4 / -12.4 eV
2S+1   4

---

Record 3
Computed, not measured: 5 unconnected molecules or ions with the total composition C36H36BF8NO9 in a non-equilibrium geometry, with wB97M-V/def2-TZVPD.

Cartesian coordinates (Å):
F  -8.332  -2.436  -0.656
F  -7.107  -3.501  1.194
F  -5.970  -4.436  -1.027
F  -6.423  -1.575  1.731
F  -6.491  -1.795  -1.569
F  -4.335  -1.795  0.044
F  -4.139  -3.534  -1.589
F  -4.438  -3.159  1.651
O  4.255  3.103  -5.217
O  1.257  -2.583  8.755
O  2.349  1.466  0.150
O  -1.224  2.911  -1.099
O  7.739  4.916  -8.770
O  4.393  5.709  -2.273
O  1.058  -0.104  4.080
O  -5.324  5.441  1.096
O  -2.712  -5.331  -0.517
N  -0.265  0.588  1.394
C  0.254  -0.781  1.218
C  -2.156  4.969  -0.430
C  0.577  -0.954  -0.260
C  0.061  -1.647  5.549
C  0.610  -4.321  2.576
C  1.211  -2.015  7.686
C  -3.187  5.602  0.123
C  -0.919  -3.713  -0.419
C  1.105  -0.671  5.152
C  -1.738  -4.748  0.358
C  2.812  2.557  -1.885
C  0.110  -2.270  6.724
C  6.941  4.501  -7.957
C  5.671  5.220  -7.686
C  -7.184  -1.783  -0.446
C  3.327  3.622  -2.495
C  2.255  -1.038  7.287
C  5.054  3.520  -6.032
C  3.929  4.618  -0.238
C  1.296  -4.364  1.163
C  4.797  4.766  -6.793
C  -4.786  -4.034  -0.553
C  -6.443  -2.474  0.733
C  -4.385  4.861  0.593
C  1.346  -2.247  -0.569
C  2.207  -0.416  6.112
C  -4.022  -5.269  -0.035
C  2.817  2.439  -0.408
C  7.197  3.253  -7.194
C  3.924  4.735  -1.719
C  -2.160  3.494  -0.599
C  6.322  2.800  -6.301
C  -4.387  3.388  0.425
C  -4.976  -2.869  0.472
C  3.415  3.553  0.369
C  -3.357  2.753  -0.129
B  0.560  -3.469  0.084
H  -1.495  -2.792  -0.467
H  3.867  5.276  -6.580
H  -0.554  -1.430  1.555
H  1.476  -5.386  0.837
H  2.288  -3.940  1.299
H  -0.364  -0.960  -0.803
H  0.311  1.236  0.880
H  -3.204  6.676  0.256
H  -0.642  -2.985  7.032
H  -0.164  -3.562  2.563
H  -1.274  5.491  -0.779
H  -0.732  -1.820  4.833
H  -4.534  -6.129  -0.453
H  2.370  1.734  -2.432
H  5.503  6.127  -8.253
H  2.386  -2.221  -0.254
H  -0.851  -4.083  -1.443
H  1.326  -2.427  -1.647
H  -0.269  0.806  2.381
H  3.050  -0.866  8.002
H  -3.337  1.679  -0.259
H  -4.056  -5.384  1.044
H  3.406  3.446  1.446
H  1.144  -0.880  1.837
H  -1.092  -5.515  0.775
H  1.148  -0.084  -0.573
H  -2.202  -4.246  1.205
H  -5.269  2.866  0.776
H  6.489  1.893  -5.733
H  3.333  3.727  -3.571
H  8.127  2.742  -7.405
H  2.959  0.298  5.802
H  1.351  -4.093  3.328
H  4.371  5.442  0.309
H  -7.466  -0.779  -0.154
H  0.213  -5.307  2.791

Summary:
Structure (SMILES)   CCB(CCCN)CCOCC(F)(F)C(F)(F)C(F)(F)C(F)F.O=C1C=CC(=O)C=C1.O=C1C=CC(=O)C=C1.O=C1C=CC(=O)C=C1.O=C1C=CC(=O)C=C1
Gap between HOMO and LUMO   6.737 eV
Highest occupied orbital energy   -8.5 eV
2S+1   1

---

The evaluated ΔE to the lowest compared entry with this formula, charge and spin for the records listed, in turn: 1.2 6.3 0.0 kcal per mole.